Entry 1:
The following is a DFT calculation (ωB97M-V/def2-TZVPD) of an isolated molecule of C4H10O2.

The value obtained for the max |F| is 0.007 hartree/bohr. As for the HOMO energy: -10.13 eV. The spin multiplicity is 1. As for the HOMO-LUMO gap: 11.13 eV. The relative energy (zero: lowest compared OMol25 entry of this formula, charge and spin) comes out at 23.60 kcal per mole. The charge is 0. The value obtained for the total energy is -308.8605 Eh. As for the SMILES: COC[C@@H](C)O.

Atoms and positions in Å:
C: -1.752 0.276 1.852
O: -0.711 -0.380 1.179
C: -0.384 0.216 -0.057
C: 0.821 -0.543 -0.586
C: 1.312 0.005 -1.919
O: 1.864 -0.460 0.367
H: -1.477 1.311 2.108
H: -2.669 0.299 1.244
H: -1.946 -0.281 2.772
H: -0.122 1.279 0.085
H: -1.235 0.162 -0.755
H: 0.518 -1.594 -0.717
H: 2.397 -0.115 -1.989
H: 1.077 1.067 -2.050
H: 0.856 -0.548 -2.744
H: 1.451 -0.693 1.212

Entry 2:
The following is a DFT calculation (ωB97M-V/def2-TZVPD) of an isolated molecule of C4H10O2.

The value obtained for the max |F| is 0.007 hartree/bohr. As for the HOMO energy: -10.15 eV. The spin multiplicity is 1. As for the HOMO-LUMO gap: 10.95 eV. The relative energy (zero: lowest compared OMol25 entry of this formula, charge and spin) comes out at 13.76 kcal per mole. The charge is 0. The value obtained for the total energy is -308.8762 Eh. As for the SMILES: CC(C)(O)CO.

Atoms and positions in Å:
C: -1.318 -0.963 -0.475
C: -0.192 -0.168 0.186
C: -0.493 1.345 0.095
O: -0.128 -0.586 1.543
C: 1.180 -0.474 -0.427
O: 2.183 0.162 0.353
H: -0.985 -1.955 -0.799
H: -2.123 -1.104 0.253
H: -1.725 -0.436 -1.342
H: -0.842 1.617 -0.906
H: -1.262 1.606 0.826
H: 0.364 2.000 0.313
H: 0.786 -0.417 1.823
H: 1.390 -1.546 -0.356
H: 1.234 -0.175 -1.484
H: 1.933 1.094 0.396

Entry 3:
The following is a DFT calculation (ωB97M-V/def2-TZVPD) of an isolated molecule of C4H10O2.

The value obtained for the max |F| is 0.007 hartree/bohr. As for the HOMO energy: -9.85 eV. The spin multiplicity is 1. As for the HOMO-LUMO gap: 10.89 eV. The relative energy (zero: lowest compared OMol25 entry of this formula, charge and spin) comes out at 38.70 kcal per mole. The charge is 0. The value obtained for the total energy is -308.8365 Eh. As for the SMILES: COCCOC.

Atoms and positions in Å:
C: 2.517 0.274 0.498
O: 1.950 -0.032 -0.754
C: 0.737 -0.742 -0.656
C: -0.438 0.169 -0.324
O: -1.559 -0.648 -0.101
C: -2.709 0.105 0.180
H: 3.459 0.794 0.310
H: 1.873 0.929 1.105
H: 2.720 -0.640 1.079
H: 0.568 -1.210 -1.629
H: 0.799 -1.541 0.100
H: -0.223 0.778 0.571
H: -0.616 0.868 -1.157
H: -2.564 0.745 1.065
H: -2.989 0.747 -0.669
H: -3.523 -0.596 0.379

Entry 4:
The following is a DFT calculation (ωB97M-V/def2-TZVPD) of an isolated molecule of C4H10O2.

The value obtained for the max |F| is 0.014 hartree/bohr. As for the HOMO energy: -10.16 eV. The spin multiplicity is 1. As for the HOMO-LUMO gap: 11.05 eV. The relative energy (zero: lowest compared OMol25 entry of this formula, charge and spin) comes out at 19.61 kcal per mole. The charge is 0. The value obtained for the total energy is -308.8669 Eh. As for the SMILES: C[C@H](O)CCO.

Atoms and positions in Å:
C: -0.305 1.085 1.881
C: -0.666 0.547 0.485
O: -1.636 -0.498 0.596
C: 0.582 0.106 -0.270
C: 0.305 -0.745 -1.496
O: 1.556 -1.311 -1.896
H: -1.232 1.232 2.418
H: 0.169 2.067 1.819
H: 0.336 0.385 2.415
H: -1.171 1.346 -0.051
H: -1.182 -1.354 0.689
H: 1.050 1.021 -0.618
H: 1.235 -0.453 0.407
H: -0.422 -1.539 -1.329
H: -0.087 -0.136 -2.306
H: 1.468 -1.752 -2.744

Entry 5:
The following is a DFT calculation (ωB97M-V/def2-TZVPD) of a cluster of 2 separate species, C4H10O2 in total.

The value obtained for the max |F| is 0.015 hartree/bohr. As for the HOMO energy: -9.61 eV. The spin multiplicity is 1. As for the HOMO-LUMO gap: 10.33 eV. The relative energy (zero: lowest compared OMol25 entry of this formula, charge and spin) comes out at 32.96 kcal per mole. The charge is 0. The value obtained for the total energy is -308.8456 Eh. As for the SMILES: C/C=C/CO.O.

Atoms and positions in Å:
C: 1.062 -0.511 -1.217
C: -0.237 0.139 -0.859
C: -0.912 -0.127 0.246
C: -2.254 0.450 0.574
O: -3.308 -0.449 0.231
H: 0.977 -0.819 -2.269
H: 1.931 0.135 -1.127
H: 1.310 -1.392 -0.624
H: -0.635 0.836 -1.577
H: -0.482 -0.763 1.016
H: -2.420 1.369 -0.005
H: -2.309 0.698 1.629
H: -2.893 -1.289 0.004
O: 3.336 0.235 1.106
H: 3.381 1.156 0.810
H: 3.453 0.334 2.064

Entry 6:
The following is a DFT calculation (ωB97M-V/def2-TZVPD) of a cluster of 2 separate species, C4H10O2 in total.

The value obtained for the max |F| is 0.011 hartree/bohr. As for the HOMO energy: -9.73 eV. The spin multiplicity is 1. As for the HOMO-LUMO gap: 10.62 eV. The relative energy (zero: lowest compared OMol25 entry of this formula, charge and spin) comes out at 22.95 kcal per mole. The charge is 0. The value obtained for the total energy is -308.8616 Eh. As for the SMILES: CCC(C)=O.O.

Atoms and positions in Å:
C: -1.144 -1.212 -0.764
C: 0.288 -0.601 -0.633
C: -0.095 0.237 0.529
C: -0.781 1.529 0.170
O: -0.022 -0.164 1.680
H: -1.090 -2.234 -0.400
H: -1.901 -0.735 -0.115
H: -1.524 -1.123 -1.775
H: 1.043 -1.356 -0.392
H: 0.654 -0.016 -1.489
H: -1.001 1.612 -0.899
H: -1.699 1.634 0.751
H: -0.078 2.316 0.448
O: 2.494 0.388 0.773
H: 1.787 0.108 1.377
H: 3.069 -0.384 0.738

Entry 7:
The following is a DFT calculation (ωB97M-V/def2-TZVPD) of an isolated molecule of C4H10O2.

The value obtained for the max |F| is 0.071 hartree/bohr. As for the HOMO energy: -8.45 eV. The spin multiplicity is 1. As for the HOMO-LUMO gap: 9.18 eV. The relative energy (zero: lowest compared OMol25 entry of this formula, charge and spin) comes out at 81.67 kcal per mole. The charge is 0. The value obtained for the total energy is -308.7680 Eh. As for the SMILES: CC(C)(O)CO.

Atoms and positions in Å:
C: -1.284 -1.114 -0.464
C: -0.251 -0.017 -0.051
C: -0.726 1.615 0.498
O: -0.011 -0.155 1.368
C: 1.120 -0.505 -0.661
O: 2.093 0.407 -0.181
H: -1.030 -2.060 0.054
H: -2.287 -0.836 -0.144
H: -1.339 -1.362 -1.538
H: -0.148 2.318 -0.068
H: -1.789 1.601 0.318
H: -0.647 1.966 1.595
H: 0.838 0.315 1.409
H: 1.330 -1.515 -0.227
H: 1.176 -0.632 -1.757
H: 2.952 -0.026 -0.151

Entry 8:
The following is a DFT calculation (ωB97M-V/def2-TZVPD) of an isolated molecule of C4H10O2.

The value obtained for the max |F| is 0.007 hartree/bohr. As for the HOMO energy: -10.12 eV. The spin multiplicity is 1. As for the HOMO-LUMO gap: 10.96 eV. The relative energy (zero: lowest compared OMol25 entry of this formula, charge and spin) comes out at 18.34 kcal per mole. The charge is 0. The value obtained for the total energy is -308.8689 Eh. As for the SMILES: C[C@@H](O)CCO.

Atoms and positions in Å:
C: 1.698 1.225 0.172
C: 0.592 0.204 0.356
O: -0.031 0.461 1.596
C: -0.448 0.199 -0.769
C: -1.518 -0.904 -0.559
O: -1.267 -1.731 0.578
H: 2.392 1.152 1.016
H: 2.247 1.034 -0.756
H: 1.296 2.243 0.148
H: 1.076 -0.793 0.378
H: -0.685 -0.250 1.701
H: 0.054 0.059 -1.734
H: -0.930 1.184 -0.793
H: -1.607 -1.532 -1.455
H: -2.501 -0.472 -0.363
H: -0.370 -2.078 0.485

Entry 9:
The following is a DFT calculation (ωB97M-V/def2-TZVPD) of a structure of composition C4H10O2.

The value obtained for the max |F| is 0.011 hartree/bohr. As for the HOMO energy: -6.99 eV. The spin multiplicity is 1. As for the HOMO-LUMO gap: 7.96 eV. The relative energy (zero: lowest compared OMol25 entry of this formula, charge and spin) comes out at 149.02 kcal per mole. The charge is 0. The value obtained for the total energy is -308.6607 Eh.

Atoms and positions in Å:
C: 2.277 -0.935 -0.342
O: 1.322 -0.232 0.409
C: 0.464 0.576 -0.410
C: -0.650 1.146 0.401
C: -2.361 0.108 0.116
O: -1.134 0.029 1.337
H: 1.801 -1.579 -1.100
H: 2.964 -0.249 -0.860
H: 2.852 -1.561 0.346
H: 0.103 -0.071 -1.235
H: 1.034 1.399 -0.867
H: -0.284 1.931 1.074
H: -2.873 -0.767 0.549
H: -2.069 -0.103 -0.911
H: -2.993 0.986 0.189
H: -0.453 -0.679 1.305

Entry 10:
The following is a DFT calculation (ωB97M-V/def2-TZVPD) of a cluster of 2 separate species, C4H10O2 in total.

The value obtained for the max |F| is 0.010 hartree/bohr. As for the HOMO energy: -8.72 eV. The spin multiplicity is 1. As for the HOMO-LUMO gap: 9.65 eV. The relative energy (zero: lowest compared OMol25 entry of this formula, charge and spin) comes out at 85.78 kcal per mole. The charge is 0. The value obtained for the total energy is -308.7615 Eh.

Atoms and positions in Å:
C: -1.805 0.824 0.768
O: -0.363 0.845 0.750
C: 0.167 1.369 -0.332
C: 1.659 1.270 -0.185
C: 0.157 -1.877 -0.797
O: -0.306 -1.953 0.532
H: -2.179 1.847 0.723
H: -2.169 0.249 -0.083
H: -2.096 0.343 1.702
H: -0.178 -0.958 -1.307
H: 2.041 2.299 -0.144
H: 2.069 0.839 -1.105
H: 2.013 0.711 0.693
H: -0.255 -2.734 -1.334
H: 1.256 -1.923 -0.863
H: -0.009 -1.150 0.982

Entry 11:
The following is a DFT calculation (ωB97M-V/def2-TZVPD) of a cluster of 3 separate species, C4H10O2 in total.

The value obtained for the max |F| is 0.005 hartree/bohr. As for the HOMO energy: -9.15 eV. The spin multiplicity is 1. As for the HOMO-LUMO gap: 9.49 eV. The relative energy (zero: lowest compared OMol25 entry of this formula, charge and spin) comes out at 89.35 kcal per mole. The charge is 0. The value obtained for the total energy is -308.7558 Eh.

Atoms and positions in Å:
C: -2.133 -0.623 -0.110
C: -1.028 0.260 0.460
C: 0.320 0.083 -0.157
O: 0.398 -0.446 -1.337
C: 1.542 0.942 0.120
O: 2.580 0.223 -0.405
H: -3.093 -0.346 0.335
H: -2.211 -0.505 -1.194
H: -1.947 -1.680 0.103
H: -1.276 1.321 0.312
H: -0.920 0.127 1.542
H: 1.307 -1.174 0.731
H: 1.409 -0.376 -1.489
H: 1.613 1.184 1.192
H: 1.365 1.877 -0.439
H: 2.074 -0.869 0.337

Entry 12:
The following is a DFT calculation (ωB97M-V/def2-TZVPD) of a cluster of 2 separate species, C4H10O2 in total.

The value obtained for the max |F| is 0.027 hartree/bohr. As for the HOMO energy (spin up / spin down): -15.38 / -15.38 eV. The spin multiplicity is 2. As for the HOMO-LUMO gap (spin up / spin down): 11.11 / 7.57 eV. The expectation value of S² is 0.76. The relative energy (zero: lowest compared OMol25 entry of this formula, charge and spin) comes out at 28.24 kcal per mole. The charge is +1. The value obtained for the total energy is -308.5358 Eh.

Atoms and positions in Å:
C: 1.746 0.466 -1.080
O: 1.490 -0.675 -0.213
C: 0.761 1.602 -0.874
H: 2.773 0.777 -0.899
H: 1.652 0.145 -2.109
H: 1.808 -0.378 0.652
H: -0.215 1.329 -1.283
H: 0.642 1.887 0.176
H: 1.095 2.492 -1.410
C: -2.681 -0.977 1.299
C: -1.292 -0.983 1.167
O: -0.806 -1.729 0.276
H: -3.253 -0.578 2.129
H: -3.244 -1.567 0.583
H: -0.598 -0.321 1.663
H: 0.123 -1.489 -0.078

Entry 13:
The following is a DFT calculation (ωB97M-V/def2-TZVPD) of a cluster of 2 separate species, C4H10O2 in total.

The value obtained for the max |F| is 0.039 hartree/bohr. As for the HOMO energy (spin up / spin down): -14.42 / -14.42 eV. The spin multiplicity is 2. As for the HOMO-LUMO gap (spin up / spin down): 8.73 / 4.74 eV. The expectation value of S² is 0.76. The relative energy (zero: lowest compared OMol25 entry of this formula, charge and spin) comes out at 48.66 kcal per mole. The charge is +1. The value obtained for the total energy is -308.5033 Eh.

Atoms and positions in Å:
O: 0.423 0.666 1.693
C: -0.445 0.112 1.159
C: -1.151 0.708 -0.081
C: -1.586 -0.405 -1.039
C: -2.009 0.188 -2.385
H: -0.796 -0.875 1.531
H: -0.418 1.371 -0.543
H: -1.959 1.282 0.375
H: -2.375 -1.022 -0.603
H: -0.727 -1.062 -1.167
H: -3.057 0.127 -2.644
H: -1.710 1.218 -2.480
H: -1.428 -0.294 -3.173
H: 3.726 -0.305 0.320
H: 4.796 -0.848 1.239
O: 3.923 -1.060 0.892

Entry 14:
The following is a DFT calculation (ωB97M-V/def2-TZVPD) of the ion C4H10O2PS with charge -1.

The value obtained for the max |F| is 0.088 hartree/bohr. As for the HOMO energy: -2.70 eV. The spin multiplicity is 1. As for the HOMO-LUMO gap: 6.48 eV. The relative energy (zero: lowest compared OMol25 entry of this formula, charge and spin) comes out at 115.16 kcal per mole. The charge is -1. The value obtained for the total energy is -1048.3850 Eh. As for the SMILES: CCP(CC)OS[O-].

Atoms and positions in Å:
C: 0.764 -2.428 -0.673
C: 1.097 -1.040 -0.111
P: -0.032 0.013 -1.072
C: -0.238 1.271 0.257
C: 0.180 2.755 0.218
O: -1.578 -0.446 -1.005
S: -2.860 -1.232 0.353
O: -2.670 -0.147 1.422
H: 1.216 -3.259 0.062
H: -0.344 -2.602 -0.799
H: 1.342 -2.646 -1.508
H: 2.093 -0.769 -0.372
H: 0.977 -0.858 0.963
H: -1.330 1.212 0.495
H: 0.258 0.797 1.043
H: 1.191 2.797 -0.129
H: -0.408 3.390 -0.458
H: 0.342 3.193 1.314

Entry 15:
The following is a DFT calculation (ωB97M-V/def2-TZVPD) of a cluster of 3 separate species, C4H10O2S in total.

The value obtained for the max |F| is 0.084 hartree/bohr. As for the HOMO energy: -9.14 eV. The spin multiplicity is 1. As for the HOMO-LUMO gap: 9.69 eV. The relative energy (zero: lowest compared OMol25 entry of this formula, charge and spin) comes out at 73.11 kcal per mole. The charge is 0. The value obtained for the total energy is -706.9769 Eh. As for the SMILES: C=C(C)O.C=O.S.

Atoms and positions in Å:
C: -1.672 0.789 -0.441
C: -1.200 -0.380 -0.057
C: -1.240 -1.644 -0.810
O: -0.563 -0.339 1.193
H: -1.464 1.624 0.198
H: -1.746 0.980 -1.541
H: -0.560 -1.634 -1.559
H: -0.978 -2.404 -0.033
H: -2.150 -1.986 -1.158
H: -0.567 -1.125 1.772
C: 1.273 1.984 0.872
O: 1.868 1.963 -0.191
H: 1.712 1.578 1.854
H: 0.380 2.524 1.006
S: 2.567 -1.223 -0.513
H: 2.258 -0.528 0.655
H: 2.082 -0.178 -1.248